134
Properties=species:S:1:pos:R:3:forces:R:3 method="wB97M-V/def2-TZVPD" charge=-1 multiplicity=2 total_energy_ha=-2880.50805 homo_energy_ev="0.02 / -7.27" e_lumo_ev="1.89 / 1.88"
C 0.975663 -1.647501 -5.041647 -0.1 0.3 0.4
C 2.451403 -1.950891 -4.655577 -1.0 0.4 -0.8
O 2.973193 -0.845801 -3.919357 -0.9 0.0 -0.3
O 0.184933 -2.767701 -5.430337 0.8 0.6 0.0
H 0.874873 -0.885011 -5.814027 0.5 -0.1 -0.3
H 0.489293 -1.161971 -4.195607 0.0 0.0 0.4
H 3.049153 -2.038381 -5.562847 0.0 -0.4 -0.1
H 2.499653 -2.862821 -4.060467 0.0 -0.1 -0.1
H 3.808493 -1.163481 -3.568697 0.8 0.2 0.6
H -0.211997 -3.079011 -4.613557 -0.1 -0.8 -0.2
C 3.986543 -6.428281 1.337923 -0.7 0.2 -0.6
C 2.633883 -6.673391 0.617303 -0.3 -0.7 1.1
O 1.636243 -7.470711 1.423073 1.8 0.7 -0.8
O 3.841793 -5.368301 2.247003 -0.5 0.1 0.7
H 4.750773 -6.154801 0.610423 -0.2 0.1 -0.6
H 4.392573 -7.349691 1.755353 -0.4 -0.2 0.5
H 2.913893 -7.177491 -0.307667 -0.4 -0.3 -0.1
H 2.091243 -5.758381 0.379823 0.6 0.2 0.0
H 1.091903 -7.929131 0.778753 0.0 0.0 -0.1
H 4.687443 -5.018771 2.537353 0.2 -0.1 -0.1
C 1.910893 3.795419 -2.779997 -0.1 -1.7 1.7
C 2.426423 2.369929 -2.962167 0.8 0.9 -0.7
O 1.417983 1.435669 -3.173877 -1.3 0.5 0.0
O 1.411203 3.830729 -1.417357 -0.9 0.7 -0.3
H 1.074773 3.983899 -3.453397 0.1 0.3 0.1
H 2.751303 4.476789 -2.912467 -0.2 0.2 -0.1
H 2.992393 2.121389 -2.064387 0.3 0.0 0.0
H 3.102213 2.460229 -3.812607 0.3 -0.6 -0.2
H 1.773373 0.593909 -3.468377 0.7 -0.4 -0.1
H 2.069653 4.127859 -0.785097 0.3 0.0 -0.2
C -1.686437 1.381159 -5.124547 -0.8 -1.1 0.3
C -2.885417 1.893199 -5.899357 -0.2 -0.1 -0.8
O -3.949077 2.410799 -5.089147 0.7 0.1 0.7
O -2.033477 0.099059 -4.599827 0.4 0.1 0.1
H -1.371507 2.090069 -4.358807 0.1 0.0 0.1
H -0.839967 1.092979 -5.747867 0.0 0.9 -0.5
H -3.309267 1.026439 -6.406467 0.3 -0.1 -0.4
H -2.581997 2.640049 -6.633017 0.1 0.2 -0.1
H -4.669757 2.685149 -5.660947 0.0 0.0 0.0
H -2.431497 0.178889 -3.729887 -0.4 -0.1 0.3
C -3.076667 -3.090931 -3.511357 1.2 0.0 1.2
C -1.663837 -3.340631 -2.819217 -2.2 -1.5 -1.6
O -1.044777 -4.456311 -3.540287 0.5 1.2 0.9
O -3.929297 -4.257191 -3.402237 0.9 0.4 -0.5
H -2.843977 -2.857631 -4.550357 -0.5 -0.2 -0.1
H -3.573117 -2.257181 -3.014877 0.1 0.2 -0.2
H -1.877717 -3.622371 -1.788207 0.4 0.1 0.3
H -1.021937 -2.463521 -2.901297 0.0 -0.1 0.1
H -1.681157 -5.150911 -3.725117 -0.5 0.2 0.1
H -4.139717 -4.342481 -2.469477 -0.1 0.0 0.1
C 0.793193 -0.540991 4.588443 1.5 0.6 1.2
C 1.565053 0.786079 4.971453 -0.3 -1.3 0.3
O 2.929783 0.474149 5.321013 -1.2 0.3 0.0
O -0.581487 -0.431381 4.376843 -0.3 1.2 -0.7
H 0.869713 -1.212771 5.443403 0.8 -0.1 0.2
H 1.355673 -0.986561 3.767963 -0.2 -0.1 -0.4
H 1.097483 1.187209 5.870663 0.0 0.2 -0.1
H 1.542623 1.527209 4.172503 -0.2 0.0 -0.2
H 3.372723 0.259789 4.496723 0.4 -0.3 -0.5
H -0.815707 -1.321301 4.103373 -0.5 -0.5 0.1
C -3.992437 0.121809 -1.286257 -1.7 3.6 2.5
C -4.616507 1.551839 -1.666727 -0.2 -1.9 -0.8
O -5.402747 1.368789 -2.825817 -1.0 0.0 -0.3
O -2.922007 -0.175861 -2.021207 1.6 -1.9 -3.0
H -4.745107 -0.665921 -1.319207 -0.1 0.2 -0.1
H -3.639367 0.276189 -0.266647 -0.3 -0.4 0.7
H -3.867847 2.294329 -1.942987 0.6 -0.1 0.6
H -5.293967 1.942389 -0.907367 0.3 -0.2 0.2
H -4.839407 1.332809 -3.602317 0.3 0.2 -0.2
H -2.193157 0.428659 -1.863267 0.4 0.8 0.8
C 3.884623 -0.722311 1.619613 -0.3 0.7 -1.3
C 4.170163 0.485269 0.634033 0.5 -1.2 1.1
O 5.575193 0.743729 0.542743 -0.5 0.1 0.2
O 4.320983 -0.400791 2.900863 -0.3 0.5 1.7
H 4.274253 -1.718511 1.410193 0.4 0.2 -1.0
H 2.806083 -0.878501 1.641073 -0.2 0.2 0.2
H 3.761403 1.374019 1.114803 -0.2 0.0 0.0
H 3.706303 0.364009 -0.344857 0.0 -0.3 -0.1
H 5.963813 -0.016761 0.104293 0.3 -0.3 -0.4
H 5.260403 -0.206521 2.937423 0.2 0.0 -0.5
C -1.237687 -3.048731 2.376043 -0.7 -0.3 -0.5
C -2.580457 -2.407491 1.973513 0.4 -0.3 0.3
O -3.719347 -3.231061 2.045143 -0.6 -1.4 0.2
O -1.029367 -3.119391 3.791563 -0.4 0.0 -0.3
H -0.423457 -2.489251 1.915493 -0.1 0.3 -0.1
H -1.216927 -4.056721 1.961763 0.0 -0.2 -0.1
H -2.553387 -2.268081 0.892803 0.7 1.0 0.0
H -2.727857 -1.513671 2.579703 0.1 0.4 -0.4
H -4.403097 -3.015591 2.683623 0.5 0.4 0.3
H -0.263747 -3.692671 3.873853 0.2 0.0 0.4
C -4.056787 1.902919 2.537843 -1.2 0.0 -1.3
C -4.901557 0.645279 2.295593 0.4 -0.9 0.3
O -5.887987 0.803449 1.287053 0.3 0.1 0.2
O -4.938827 2.855519 3.165983 0.4 -0.2 0.4
H -3.856697 2.339179 1.559193 0.3 -0.3 -0.4
H -3.075477 1.751299 2.987443 -0.3 -0.2 0.7
H -5.339087 0.217229 3.197503 -0.4 0.8 0.6
H -4.341667 -0.252781 2.034583 0.6 0.5 -0.8
H -6.388497 1.597899 1.486893 -0.1 0.1 0.2
H -4.680247 3.722939 2.846123 0.0 0.1 0.1
C 0.603923 4.534189 2.710593 0.8 -1.1 -1.0
C 1.323093 5.154539 3.864133 -0.8 0.5 0.1
C 2.663223 5.917399 3.487903 -2.3 -0.4 0.6
O 3.595343 5.004499 3.043013 0.6 0.0 -1.3
C 4.192653 4.124609 3.968063 -0.4 0.4 -0.3
N 0.270313 5.884729 4.568993 0.2 1.6 1.5
H -0.170767 3.906999 3.151713 0.0 -0.2 -0.3
H 1.311873 3.914589 2.160133 -0.2 -0.3 -0.3
H 0.123483 5.216259 2.009123 0.1 0.3 0.1
H 1.566253 4.321969 4.524273 0.4 0.1 0.2
H 3.004003 6.544539 4.311723 0.2 -0.1 0.4
H 2.429433 6.578319 2.653263 0.1 0.1 -0.1
H 3.454953 3.390019 4.291003 0.2 -0.2 0.4
H 4.578553 4.730789 4.787653 0.2 -0.4 0.4
H 4.985673 3.624499 3.412093 0.0 0.0 0.3
H -0.096907 6.708499 4.114413 0.6 0.3 -0.5
H -0.581427 5.359759 4.706983 0.3 -0.7 0.1
C -0.570437 1.142549 1.042913 0.1 -0.8 1.1
C -0.039337 0.840809 -0.349967 -0.9 -2.6 3.0
C -0.168007 -0.700131 -0.648757 1.3 0.2 0.1
O 0.671693 -1.489171 0.190653 0.7 0.0 0.9
C 1.051613 -2.795531 -0.274837 -0.3 1.2 -1.3
N -0.880487 1.572599 -1.242177 1.1 0.6 -1.2
H -1.602317 0.825759 1.194433 -0.4 0.4 -0.6
H -0.443217 2.187019 1.327533 -0.1 0.1 -0.1
H -0.112727 0.525039 1.815753 0.7 0.1 0.0
H 1.018803 1.099549 -0.311437 0.2 0.0 -0.7
H 0.220803 -0.743341 -1.666137 -0.3 -0.6 -0.5
H -1.161617 -1.133631 -0.535107 -0.4 0.6 -0.4
H 1.813683 -3.266571 0.346023 -0.3 0.3 0.4
H 1.505003 -2.659031 -1.256627 0.3 -0.1 -0.2
H 0.192903 -3.439091 -0.466007 -0.2 -0.2 0.5
H -0.348977 1.512079 -2.098877 -0.1 -0.2 -1.2
H -0.559227 2.501579 -1.010067 -0.8 1.0 0.1